one | Density functional theory data (ωB97M-V with the def2-TZVPD basis set) for a cluster of 2 separate species, C4H9ClO2 in total.

Element x y z (Å)
C: 2.515 0.620 -0.171
C: -2.796 -0.777 0.263
C: 1.647 -0.094 0.792
C: -0.622 -0.020 -0.146
O: -0.499 -0.282 -1.477
O: -1.392 -0.838 0.554
Cl: -0.948 1.734 0.140
H: 3.552 0.559 0.176
H: 2.252 1.674 -0.241
H: 2.483 0.163 -1.159
H: -3.201 0.181 0.601
H: -3.253 -1.593 0.815
H: -2.973 -0.892 -0.808
H: 1.391 0.401 1.712
H: 1.718 -1.167 0.834
H: 0.124 0.332 -1.884

Gap between HOMO and LUMO (spin up / spin down), eV: 8.5 / 8.5
E_LUMO (spin up / spin down), eV: 0.6958 / 0.7317
Spin multiplicity: 1
Total charge: 0

How positive or negative is each atom? The natural (NBO) charges in e answer that: C -0.68; C -0.27; C -0.32; C 0.55; O -0.72; O -0.53; Cl -0.15; H 0.23; H 0.22; H 0.20; H 0.19; H 0.20; H 0.19; H 0.19; H 0.19; H 0.50



two | Density functional theory data (ωB97M-V with the def2-TZVPD basis set) for a cluster of 2 separate species, C4H9ClO2 in total.

Element x y z (Å)
C: 2.127 -0.434 2.107
C: -1.173 1.414 -2.800
C: -1.365 -0.870 0.469
C: -0.395 0.774 -0.684
O: -1.305 1.197 -1.538
O: -0.771 0.411 0.513
Cl: 0.980 -0.158 -1.448
H: 1.044 -0.633 2.048
H: 2.352 -0.360 3.123
H: 2.429 0.374 1.502
H: -0.350 1.263 -3.439
H: 2.764 -1.227 1.799
H: -2.002 1.963 -3.178
H: -1.629 -1.040 1.427
H: -0.438 -1.529 0.272
H: -2.269 -1.144 -0.174

Gap between HOMO and LUMO (spin up / spin down), eV: 8.3 / 8.4
E_LUMO (spin up / spin down), eV: 0.4739 / 0.5362
Spin multiplicity: 1
Total charge: 0

How positive or negative is each atom? The natural (NBO) charges in e answer that: C -0.85; C -0.11; C -0.29; C 0.51; O -0.41; O -0.49; Cl -0.13; H 0.21; H 0.21; H 0.22; H 0.18; H 0.21; H 0.16; H 0.19; H 0.19; H 0.20



What should be chosen as the most stable of them? Choose one.



one | Density functional theory data (ωB97M-V with the def2-TZVPD basis set) for an isolated molecule of CH3Br2PS.

Element x y z (Å)
C: -0.131 -0.968 -0.294
P: 0.324 0.713 0.142
S: 2.137 1.322 -0.143
Br: -1.190 2.015 -0.872
Br: -0.372 0.765 2.255
H: -0.145 -1.608 0.523
H: -1.149 -0.843 -0.584
H: 0.527 -1.396 -1.027

Gap between HOMO and LUMO, eV: 9.1
Structure (SMILES): CP(=S)(Br)Br
E_LUMO, eV: -0.3647
Spin multiplicity: 1
Total charge: 0

How positive or negative is each atom? The natural (NBO) charges in e answer that: C -0.99; P 0.98; S -0.43; Br -0.17; Br -0.18; H 0.26; H 0.26; H 0.27



two | Density functional theory data (ωB97M-V with the def2-TZVPD basis set) for a cluster of 2 separate species, CH3Br2PS in total.

Element x y z (Å)
C: -0.997 -0.755 1.313
P: 0.939 1.123 -2.615
S: -0.121 -0.598 -0.261
Br: 2.640 -0.177 -1.810
Br: 1.141 2.797 -1.245
H: -0.283 -1.196 1.915
H: -1.558 0.193 1.554
H: -1.762 -1.386 1.149

Gap between HOMO and LUMO (spin up / spin down), eV: 7.4 / 6.6
E_LUMO (spin up / spin down), eV: -1.6033 / -1.8248
Spin multiplicity: 1
Total charge: 0

How positive or negative is each atom? The natural (NBO) charges in e answer that: C -0.77; P 0.45; S 0.04; Br -0.21; Br -0.18; H 0.24; H 0.23; H 0.21



What should be chosen as the most stable of them? Choose one.



one | Density functional theory data (ωB97M-V with the def2-TZVPD basis set) for a structure of composition H4O2Tl.

Element x y z (Å)
Tl: -11.368 6.352 -25.086
O: -10.915 8.082 -23.941
H: -10.659 8.942 -24.276
H: -10.506 8.029 -23.078
O: -12.858 6.994 -26.481
H: -12.765 7.783 -27.014
H: -13.803 6.882 -26.380

Gap between HOMO and LUMO, eV: 8.2
E_LUMO, eV: -22.5363
Spin multiplicity: 1
Total charge: +3

How positive or negative is each atom? The Mulliken charges in e answer that: Tl 1.99; O -0.42; H 0.47; H 0.47; O -0.44; H 0.47; H 0.47



two | Density functional theory data (ωB97M-V with the def2-TZVPD basis set) for a structure of composition H4O2Tl.

Element x y z (Å)
Tl: -2.080 0.169 0.744
O: 0.707 -0.319 1.649
H: 1.139 -1.206 1.466
H: 1.460 0.293 1.922
O: -0.433 0.534 -1.560
H: -0.896 0.811 -2.416
H: 0.103 -0.282 -1.805

Gap between HOMO and LUMO, eV: 4.6
E_LUMO, eV: -23.5258
Spin multiplicity: 1
Total charge: +3

How positive or negative is each atom? The natural (NBO) charges in e answer that: Tl 1.81; O -0.56; H 0.57; H 0.58; O -0.55; H 0.58; H 0.57



What should be chosen as the most stable of them? Choose one.



one | Density functional theory data (ωB97M-V with the def2-TZVPD basis set) for an isolated molecule of C17H24N2O4S.

Element x y z (Å)
C: 4.439 -1.033 2.964
C: 3.579 -1.305 1.741
O: 2.771 -0.152 1.509
C: 1.734 -0.272 0.627
C: 1.649 0.681 -0.384
C: 0.592 0.659 -1.274
C: 0.547 1.642 -2.391
O: 1.414 1.729 -3.234
N: -0.567 2.439 -2.466
C: -0.731 3.342 -3.606
C: -1.990 4.143 -3.220
N: -2.348 3.695 -1.893
C: -1.547 2.775 -1.535
S: -1.656 2.035 0.033
C: -2.977 3.079 0.717
C: -0.371 -0.344 -1.209
C: -0.309 -1.297 -0.202
O: -1.218 -2.280 0.008
C: -2.267 -2.479 -0.917
C: -1.801 -3.177 -2.192
C: 0.741 -1.251 0.734
O: 0.755 -2.199 1.736
C: 0.374 -1.696 3.011
C: 0.544 -2.811 4.028
H: 3.812 -0.889 3.840
H: 5.106 -1.873 3.138
H: 5.030 -0.134 2.811
H: 4.213 -1.470 0.858
H: 2.960 -2.193 1.892
H: 2.414 1.438 -0.453
H: -0.854 2.757 -4.519
H: 0.159 3.966 -3.712
H: -1.814 5.221 -3.191
H: -2.830 3.955 -3.893
H: -3.159 2.720 1.724
H: -3.862 2.979 0.099
H: -2.644 4.111 0.726
H: -1.164 -0.352 -1.939
H: -2.765 -1.529 -1.147
H: -2.976 -3.118 -0.384
H: -1.068 -2.575 -2.722
H: -1.343 -4.130 -1.940
H: -2.652 -3.354 -2.844
H: -0.675 -1.368 2.971
H: 0.994 -0.829 3.277
H: 0.224 -2.469 5.008
H: 1.586 -3.117 4.080
H: -0.054 -3.669 3.734

Gap between HOMO and LUMO, eV: 8.9
Structure (SMILES): CCOc1cc(C(=O)N2CCN=C2SC)cc(OCC)c1OCC
E_LUMO, eV: 0.5469
Spin multiplicity: 1
Total charge: 0

How positive or negative is each atom? The natural (NBO) charges in e answer that: C -0.62; C -0.07; O -0.52; C 0.28; C -0.23; C -0.12; C 0.69; O -0.58; N -0.47; C -0.23; C -0.25; N -0.49; C 0.26; S 0.28; C -0.72; C -0.32; C 0.35; O -0.50; C -0.06; C -0.64; C 0.18; O -0.52; C -0.06; C -0.62; H 0.21; H 0.21; H 0.21; H 0.17; H 0.19; H 0.24; H 0.21; H 0.22; H 0.20; H 0.20; H 0.22; H 0.24; H 0.23; H 0.23; H 0.17; H 0.19; H 0.21; H 0.22; H 0.22; H 0.17; H 0.18; H 0.21; H 0.21; H 0.22



two | Density functional theory data (ωB97M-V with the def2-TZVPD basis set) for an isolated molecule of C17H24N2O4S.

Element x y z (Å)
C: 1.359 3.227 -2.033
C: -0.049 2.952 -2.551
N: -0.087 1.862 -3.514
C: 0.394 2.148 -4.852
C: 1.805 1.633 -5.131
C: -0.565 0.677 -3.094
O: -0.982 0.520 -1.949
C: -0.555 -0.504 -4.034
S: 0.967 -1.501 -3.763
C: 0.571 -2.428 -2.239
C: 1.430 -1.982 -1.062
O: 2.364 -2.643 -0.659
N: 1.061 -0.798 -0.546
C: 1.693 -0.230 0.624
C: 0.732 -0.165 1.784
C: 1.003 -0.831 2.973
C: 0.114 -0.776 4.030
C: -1.069 -0.053 3.905
C: -2.056 0.038 5.005
O: -3.083 0.670 4.952
O: -1.688 -0.665 6.089
C: -2.589 -0.626 7.184
C: -1.347 0.609 2.710
C: -0.454 0.553 1.661
H: 1.990 3.650 -2.811
H: 1.312 3.934 -1.209
H: 1.812 2.305 -1.677
H: -0.463 3.849 -3.020
H: -0.696 2.663 -1.721
H: 0.379 3.234 -4.968
H: -0.302 1.734 -5.589
H: 1.854 0.552 -5.043
H: 2.095 1.913 -6.141
H: 2.518 2.063 -4.434
H: -0.544 -0.242 -5.087
H: -1.410 -1.144 -3.819
H: -0.487 -2.285 -2.030
H: 0.782 -3.475 -2.454
H: 0.229 -0.332 -0.895
H: 2.551 -0.863 0.864
H: 2.048 0.781 0.386
H: 1.917 -1.398 3.068
H: 0.327 -1.294 4.952
H: -2.722 0.402 7.530
H: -3.562 -1.023 6.889
H: -2.146 -1.238 7.965
H: -2.271 1.161 2.629
H: -0.680 1.062 0.735

Gap between HOMO and LUMO, eV: 9.5
Structure (SMILES): CCN(CC)C(=O)CSCC(=O)NCc1ccc(C(=O)OC)cc1
E_LUMO, eV: 0.5770
Spin multiplicity: 1
Total charge: 0

How positive or negative is each atom? The natural (NBO) charges in e answer that: C -0.62; C -0.22; N -0.43; C -0.21; C -0.62; C 0.69; O -0.69; C -0.61; S 0.21; C -0.61; C 0.66; O -0.63; N -0.64; C -0.24; C -0.01; C -0.22; C -0.15; C -0.18; C 0.78; O -0.60; O -0.51; C -0.26; C -0.16; C -0.18; H 0.20; H 0.22; H 0.21; H 0.19; H 0.24; H 0.21; H 0.20; H 0.22; H 0.21; H 0.21; H 0.24; H 0.25; H 0.24; H 0.25; H 0.43; H 0.24; H 0.20; H 0.22; H 0.23; H 0.19; H 0.19; H 0.19; H 0.23; H 0.21



What should be chosen as the most stable of them? Choose two.